(1)
ORCA calculation (ωB97M-V/def2-TZVPD) on a 2-piece molecular cluster, C11H22N3O4 overall in a non-equilibrium geometry.

Element x y z (Å)
C 1.449 3.274 -0.419
C 1.141 2.004 -1.378
N -0.119 1.258 -1.008
C -1.212 2.215 -0.639
C -2.696 1.621 -0.764
C -3.745 2.840 -0.496
N -3.678 3.856 -1.618
C -3.519 3.536 0.939
O -2.930 4.682 1.048
O -3.895 2.931 2.142
C 0.162 0.298 0.090
C -0.434 -1.210 0.095
O 0.866 0.591 1.112
H 2.592 3.390 -0.280
H 0.964 4.229 -0.829
H 1.042 3.132 0.653
H 2.022 1.270 -1.312
H 1.032 2.440 -2.445
H -1.172 3.165 -1.295
H -1.061 2.468 0.480
H -2.814 0.841 0.070
H -2.915 1.148 -1.798
H -4.836 2.468 -0.491
H -3.431 3.341 -2.486
H -2.878 4.494 -1.468
H 0.317 -1.900 -0.447
H -0.450 -1.553 1.197
H -1.482 -1.249 -0.352
C 2.391 -3.111 1.004
C 1.584 -4.372 0.853
O 0.369 -4.354 0.702
N 2.244 -5.564 0.889
C 3.661 -5.799 1.056
H 1.728 -2.249 0.956
H 2.897 -3.102 1.972
H 3.120 -3.032 0.194
H 1.635 -6.362 0.781
H 4.024 -6.346 0.183
H 3.804 -6.416 1.946
H 4.224 -4.874 1.163

Atomic forces in eV per Å
0.26 -0.10 0.69
0.39 0.93 0.65
1.04 -0.58 0.42
-1.31 0.13 0.83
-0.02 0.39 0.79
-0.40 -0.21 0.13
0.89 -0.78 0.12
0.52 0.98 5.88
-1.26 -2.78 -2.11
0.89 1.02 -5.99
1.00 -0.01 3.17
0.38 0.89 0.17
-2.08 -0.79 -4.08
-1.81 0.04 -0.50
0.93 -1.36 0.56
0.61 0.04 -1.88
-1.36 1.10 -0.32
0.12 -1.09 1.58
0.32 -1.63 1.10
-0.47 0.18 -1.88
-0.06 1.01 -1.30
0.49 0.73 1.59
1.82 0.19 0.07
-0.35 0.37 0.71
-0.72 -0.35 0.38
-1.52 1.16 0.54
-0.07 0.65 -1.86
1.57 -0.05 0.42
0.01 0.12 0.02
-0.69 -0.10 -0.08
0.40 -0.02 0.04
-0.06 0.31 0.00
-0.33 -0.42 -0.06
0.12 -0.19 0.10
0.13 0.04 -0.13
0.11 0.02 0.15
0.08 0.10 0.02
0.28 0.06 0.10
0.30 0.06 -0.02
-0.16 -0.06 -0.02

Calculated values
- HOMO energy (eV) = -3.77
- energy relative to the best compared isomer or geometry (same formula, charge and spin) (eV) = 2.960
- total charge = -1
- calculated total energy (eV) = -24423.1721
- gap between HOMO and LUMO (eV) = 5.916
- LUMO energy (eV) = 2.14

---

(2)
ORCA calculation (ωB97M-V/def2-TZVPD) on a 5-piece molecular cluster, C11H22O overall in a non-equilibrium geometry.

Element x y z (Å)
C -3.187 -1.596 -0.527
C -2.994 -0.004 -0.192
C -1.421 0.500 0.225
C -1.646 2.134 0.406
C -1.201 -0.103 1.575
C -0.418 0.167 -0.744
C 0.760 1.117 -1.137
C 2.131 1.040 -0.327
C 2.521 -0.288 -0.304
C 1.623 -1.317 0.359
C 0.329 -1.147 -0.351
H -4.218 -1.886 -0.990
H -3.177 -1.807 0.735
H -1.920 -2.154 -1.026
H -3.410 0.485 0.568
H -3.338 0.615 -1.070
H -2.291 2.278 1.115
H -1.678 2.714 -0.439
H -0.699 2.324 0.892
H -0.673 -1.075 1.255
H -0.734 1.031 2.476
H -2.607 -0.742 1.974
H -0.969 -0.057 -1.616
H 0.761 2.094 -1.261
H 1.101 0.544 -2.088
H 2.878 1.833 -0.954
H 2.076 1.460 0.747
H 2.984 -0.937 -1.267
H 3.659 1.003 1.187
H 2.212 -2.362 0.227
H 1.446 -1.319 1.455
H -0.420 -1.840 0.373
H 0.755 -1.678 -1.307
O 3.661 -0.443 0.639

Atomic forces in eV per Å
2.44 0.65 3.79
3.64 -1.13 -5.90
-5.47 3.06 1.57
5.40 -4.78 -1.50
-2.39 0.46 2.47
3.82 -0.66 -0.04
2.15 -5.46 -0.43
-1.46 5.44 -1.84
5.81 -6.71 2.10
0.44 -0.55 0.68
-1.60 -5.03 -1.53
2.35 0.42 0.66
-0.18 -0.94 -3.69
-4.60 1.75 1.29
-2.70 0.61 3.46
0.70 -0.58 0.33
-4.33 1.00 3.63
-0.62 1.15 -2.17
0.55 0.69 0.11
-0.52 2.19 3.07
-1.20 -4.13 -2.29
4.07 2.12 -0.25
-0.16 -0.24 -1.42
-1.74 4.49 -1.21
-0.51 1.66 0.93
-1.69 -2.42 1.76
-0.28 -0.63 -1.38
-1.50 2.64 1.69
0.42 -5.32 -1.71
-1.91 2.14 -0.11
0.78 1.07 -0.38
1.73 0.50 -3.71
-2.24 0.62 0.82
0.81 5.88 1.18

Calculated values
- HOMO energy (eV) = -9.05
- energy relative to the best compared isomer or geometry (same formula, charge and spin) (eV) = 14.849
- calculated total energy (eV) = -13795.7765
- gap between HOMO and LUMO (eV) = 8.935
- LUMO energy (eV) = -0.11

---

(3)
ORCA calculation (ωB97M-V/def2-TZVPD) on one molecule with the formula C11H22O3S in a non-equilibrium geometry.

Element x y z (Å)
C -3.243 -3.626 -0.141
C -1.886 -3.327 -0.767
C -1.802 -1.890 -1.276
C -0.438 -1.588 -1.893
C -0.356 -0.204 -2.541
C -0.599 0.970 -1.590
C 0.307 1.004 -0.358
C 1.774 1.155 -0.710
H 2.102 0.343 -1.358
H 2.003 2.106 -1.189
S 2.865 1.034 0.780
O 2.192 0.074 1.686
C 2.505 2.723 1.498
C 2.290 2.650 3.007
H 2.617 3.579 3.476
H 2.864 1.822 3.429
C 0.808 2.454 3.348
O 0.158 3.316 3.874
O 0.291 1.288 3.002
H 0.962 0.693 2.559
H 3.388 3.314 1.258
H 1.643 3.159 0.999
H -0.016 1.835 0.275
H 0.179 0.087 0.219
H -1.633 0.942 -1.245
H -0.469 1.899 -2.152
H 0.622 -0.095 -3.015
H -1.103 -0.147 -3.337
H -0.229 -2.334 -2.664
H 0.335 -1.692 -1.129
H -2.581 -1.726 -2.025
H -1.992 -1.211 -0.443
H -1.709 -4.016 -1.596
H -1.101 -3.492 -0.026
H -4.039 -3.481 -0.869
H -3.427 -2.965 0.703
H -3.283 -4.653 0.212

Atomic forces in eV per Å
0.24 -0.08 -0.06
-0.26 0.22 0.03
0.41 -0.31 -0.01
-0.25 0.23 -0.14
0.05 -0.03 0.15
0.15 -0.09 -0.08
-0.13 0.09 -0.02
0.29 -0.18 0.47
0.11 0.00 -0.05
0.07 0.10 -0.09
-0.29 1.33 -0.82
-0.26 -1.00 0.68
0.27 -0.37 -0.35
-0.17 -0.13 0.14
-0.07 -0.10 -0.07
0.02 0.06 0.05
0.58 0.22 0.02
-0.13 0.08 0.05
-0.21 -0.49 -0.12
-0.13 0.32 0.14
-0.01 0.05 -0.03
-0.02 0.00 -0.09
0.02 -0.09 0.09
-0.02 0.07 0.07
-0.04 0.08 0.00
-0.10 0.05 0.01
-0.01 0.02 -0.11
0.05 0.00 -0.09
0.06 -0.05 0.04
0.09 -0.07 0.05
-0.09 0.07 -0.01
-0.10 0.09 0.04
0.09 -0.02 0.00
0.08 -0.04 -0.03
-0.13 0.01 -0.04
-0.07 0.05 0.10
-0.10 -0.08 0.07

Calculated values
- HOMO energy (eV) = -9.69
- energy relative to the best compared isomer or geometry (same formula, charge and spin) (eV) = 0.000
- calculated total energy (eV) = -28741.8798
- gap between HOMO and LUMO (eV) = 10.119
- LUMO energy (eV) = 0.43

---

(4)
ORCA calculation (ωB97M-V/def2-TZVPD) on C11H23BF4NO2P2Pm as an isolated structure in a non-equilibrium geometry.

Element x y z (Å)
Pm -0.944 0.191 1.078
P -1.972 1.463 -1.402
C -1.581 -0.236 -1.921
C -0.129 -0.493 -1.997
N 0.577 -0.373 -0.837
C 1.907 -0.666 -0.778
C 2.597 -1.033 -1.933
C 1.888 -1.173 -3.135
C 0.508 -0.919 -3.159
C 2.640 -0.597 0.545
P 1.638 -0.726 2.067
H -0.137 -1.088 -4.005
H 3.690 -1.143 -1.893
H 2.394 -1.468 -4.070
H 3.428 -1.383 0.581
H 3.122 0.395 0.581
H -2.029 -1.021 -0.881
H -2.135 -0.478 -2.817
H -1.627 -2.601 1.844
O -2.405 -1.510 0.143
H -3.098 -2.281 0.091
H 0.339 -1.142 1.794
O -1.350 -2.210 2.663
H -2.132 -1.692 2.894
C 1.895 -2.528 2.430
H 2.986 -2.638 2.394
H 1.437 -2.760 3.399
H 1.394 -3.117 1.663
C 2.601 0.101 3.266
H 2.097 0.184 4.231
H 3.538 -0.464 3.405
H 2.854 1.112 2.924
C -1.103 2.500 -2.597
H -1.772 2.741 -3.430
H -0.748 3.417 -2.105
H -0.238 1.966 -2.985
C -3.709 1.634 -1.876
H -4.168 2.338 -1.167
H -3.761 2.011 -2.905
H -4.204 0.664 -1.781
F 0.246 2.491 1.131
B -0.868 3.116 1.953
F -1.585 1.864 2.511
F -0.353 3.819 2.994
F -1.728 3.733 1.095

Atomic forces in eV per Å
-3.96 1.96 -3.01
0.40 -0.66 0.20
0.61 -0.19 0.71
-0.25 -0.11 0.15
0.46 -0.14 1.23
-0.39 -0.38 -1.42
0.20 0.32 0.48
-0.75 0.16 -0.49
0.92 -0.36 0.45
-0.20 0.98 -0.96
3.88 -4.37 -1.28
0.31 0.06 -0.40
-0.61 -0.21 -0.09
-0.22 0.15 0.71
-0.54 0.53 0.20
0.05 -0.29 0.14
0.00 0.58 -1.95
0.08 -0.27 -0.31
-0.36 -0.80 -1.07
-1.42 -2.03 2.11
1.84 2.30 0.06
0.34 0.16 1.20
0.63 1.58 0.37
-0.33 -0.39 0.65
-0.08 0.79 0.27
-0.36 -0.41 0.26
0.35 -0.08 -0.13
0.17 -0.07 -0.08
-0.22 1.86 1.67
0.12 0.00 0.06
-0.46 -0.18 -0.32
-0.16 -0.11 0.07
0.35 0.79 0.19
0.21 0.04 0.19
-0.16 -0.12 -0.34
0.09 0.03 0.00
-0.26 0.17 0.62
-0.13 -0.11 -0.46
-0.16 -0.15 0.31
-0.04 0.18 -0.06
-0.98 -1.01 0.85
0.36 1.34 -0.09
0.54 -0.19 -0.48
-0.39 -0.82 -0.85
0.50 -0.52 0.62

Calculated values
- HOMO energy (alpha / beta) (eV) = -14.47 / -14.48
- total charge = +2
- calculated total energy (eV) = -64033.7095
- gap between HOMO and LUMO (alpha / beta) (eV) = 5.340 / 5.372
- multiplicity = 5
- LUMO energy (alpha / beta) (eV) = -9.13 / -9.11

---

(5)
ORCA calculation (ωB97M-V/def2-TZVPD) on a 6-piece molecular cluster, C11H23Br10NO2 overall in a non-equilibrium geometry.

Element x y z (Å)
C 6.021 27.650 13.414
N 5.013 27.545 14.473
O 4.003 26.933 14.227
O 5.296 28.030 15.560
H 6.585 28.571 13.515
H 5.582 27.620 12.424
H 6.744 26.841 13.505
Br 11.937 29.388 15.170
C 10.123 29.957 15.427
C 9.079 29.187 14.672
Br 9.387 29.115 12.739
H 10.091 31.016 15.183
H 9.904 29.876 16.491
H 8.134 29.716 14.797
H 8.984 28.153 14.982
Br 6.854 31.495 15.969
C 5.107 30.837 16.550
C 4.665 31.601 17.772
Br 2.998 30.814 18.337
H 5.234 29.775 16.728
H 4.447 31.013 15.709
H 4.509 32.655 17.571
H 5.367 31.518 18.596
Br 9.131 21.315 10.337
C 8.424 22.885 11.261
C 7.060 22.574 11.786
Br 6.490 24.036 12.956
H 8.411 23.705 10.554
H 9.125 23.061 12.068
H 7.036 21.671 12.387
H 6.300 22.496 11.016
Br 8.002 27.404 6.065
C 7.710 26.463 7.727
C 6.331 26.758 8.214
Br 6.112 26.009 9.997
H 8.463 26.847 8.406
H 7.848 25.405 7.539
H 5.559 26.311 7.592
H 6.095 27.815 8.279
Br 9.343 29.630 19.241
C 7.830 28.443 19.573
C 6.692 28.859 18.693
Br 5.134 27.785 19.110
H 7.596 28.545 20.626
H 8.162 27.438 19.344
H 6.883 28.700 17.635
H 6.392 29.891 18.845

Atomic forces in eV per Å
0.97 0.50 -0.76
0.22 -0.21 0.39
-0.26 0.03 0.02
-0.08 -0.20 -0.34
-0.21 0.11 0.25
-0.35 -0.19 0.14
-0.24 -0.16 0.19
0.23 -0.21 0.00
-0.28 0.36 0.26
-0.02 0.01 -0.40
-0.02 0.08 0.12
0.03 0.00 -0.20
0.05 -0.12 -0.04
0.14 -0.33 -0.05
0.09 -0.06 0.13
-0.10 0.30 0.15
0.19 0.26 0.03
0.19 0.03 -0.11
-0.34 0.13 0.15
-0.19 0.19 0.00
-0.11 -0.12 0.00
-0.12 -0.01 -0.07
-0.03 -0.03 0.00
-0.10 0.07 -0.11
0.26 -0.27 -0.01
-0.44 -0.05 0.17
-0.04 -0.14 0.02
0.08 0.07 0.00
0.03 0.19 0.00
0.09 0.04 0.10
0.08 0.07 -0.11
0.02 0.04 -0.32
0.22 0.20 0.03
-0.77 0.08 -0.01
0.00 -0.09 0.00
0.05 -0.14 0.09
0.11 -0.06 0.01
0.12 -0.15 0.00
0.28 0.09 0.12
0.06 -0.01 0.03
0.15 0.10 -0.09
-0.32 0.03 -0.18
-0.06 -0.22 0.11
-0.04 -0.05 0.04
0.03 -0.05 0.08
0.19 -0.03 0.03
0.20 -0.07 0.12

Calculated values
- HOMO energy (eV) = -10.05
- energy relative to the best compared isomer or geometry (same formula, charge and spin) (eV) = 0.000
- calculated total energy (eV) = -717788.0252
- gap between HOMO and LUMO (eV) = 9.977
- LUMO energy (eV) = -0.07